The following is a DFT calculation (wB97M-V/def2-TZVPD) of a cluster of 6 separate species, C34H51ClFN2O16 in total in a non-equilibrium geometry.

Results
Spin multiplicity   1
Energy above the lowest of the compared OMol25 structures with the same formula, charge and spin   0.00 kJ/mol
Orbital gap   7.322 eV
Highest occupied orbital energy   -11.8 eV
LUMO level   -4.43 eV
Net charge   +1

Each line ends with the Löwdin charge.
Atoms and positions in Å:
C 1.9687 4.2165 3.6005  -0.11
C 1.4627 2.9071 2.8414  -0.25
C 2.1662 2.7519 1.4412  -0.21
C 1.7391 1.4597 0.6385  -0.14
C 2.8675 0.3575 0.4823  -0.12
C 3.8526 0.2675 1.6656  0.01
C 3.5165 -0.4623 2.9136  -0.06
C 2.1548 -1.2250 3.0818  -0.07
C 2.4199 -2.6754 2.4955  -0.75
O 2.3994 -2.8719 1.3244  0.05
Cl 2.8013 -4.0859 3.5500  0.65
C 4.5263 -0.4389 3.9894  0.08
N 5.6755 0.2347 3.7573  0.06
N 6.0772 0.8670 2.6923  0.18
C 5.2198 0.8992 1.6644  -0.08
C 5.6818 1.6516 0.3645  -0.26
F 5.2457 2.9840 0.3141  0.00
C 7.2365 1.6545 0.1595  -0.18
C 7.9216 0.2363 0.3155  -0.11
H 2.3266 4.9616 2.8362  0.08
H 2.8248 3.9487 4.2735  0.07
H 1.1406 4.7141 4.1689  0.07
H 0.3706 3.0803 2.6480  0.11
H 1.5616 1.9980 3.4918  0.09
H 1.8472 3.6461 0.8323  0.12
H 3.2673 2.8711 1.6013  0.09
H 1.4217 1.8036 -0.3841  0.12
H 0.8353 1.0307 1.1502  0.11
H 2.3361 -0.6370 0.4397  0.11
H 3.3393 0.4910 -0.5174  0.10
H 1.3130 -0.7081 2.5660  0.13
H 1.9590 -1.3915 4.1786  0.12
H 4.2676 -0.9591 4.9336  0.15
H 6.3315 0.2446 4.5554  0.15
H 5.2511 1.0763 -0.4988  0.14
H 7.7749 2.3899 0.8030  0.12
H 7.4029 1.9796 -0.9067  0.12
H 8.7208 0.2915 1.1068  0.08
H 7.2289 -0.5921 0.6084  0.07
H 8.4264 -0.0634 -0.6441  0.08
C 2.6981 -2.4687 -5.2043  -0.02
C 2.2817 -1.2334 -4.4384  -0.33
C 2.8846 -1.1398 -3.0633  -0.10
O 1.8981 -0.3954 -2.3450  0.03
C 0.7021 -0.6315 -2.9598  -0.54
O -0.3535 -0.3235 -2.5070  0.17
O 0.8797 -1.2590 -4.1504  0.09
H 2.2984 -2.4355 -6.2192  0.09
H 3.7848 -2.5504 -5.2637  0.09
H 2.2965 -3.3716 -4.7394  0.10
H 2.4907 -0.3353 -5.0279  0.16
H 3.8397 -0.6134 -3.0631  0.14
H 3.0134 -2.1106 -2.5758  0.14
C 5.8339 -1.4473 10.2288  -0.01
C 5.6313 -1.2914 8.7392  -0.33
C 6.8464 -1.6331 7.9226  -0.09
O 6.6814 -0.7997 6.7694  0.04
C 5.9424 0.2753 7.1636  -0.56
O 5.7857 1.2579 6.4993  0.15
O 5.4129 0.0839 8.3916  0.11
H 4.8963 -1.2682 10.7576  0.09
H 6.1846 -2.4500 10.4777  0.10
H 6.5502 -0.7142 10.6052  0.10
H 4.7574 -1.8657 8.4149  0.16
H 6.8750 -2.6843 7.6382  0.15
H 7.7885 -1.3714 8.4103  0.15
C -2.8895 -0.7302 -4.7925  -0.01
C -3.7599 -1.8726 -4.3265  -0.33
C -3.0532 -2.8310 -3.4103  -0.10
O -3.7355 -4.0596 -3.6676  0.06
C -4.2244 -3.9830 -4.9392  -0.55
O -4.6775 -4.9052 -5.5401  0.16
O -4.1267 -2.7168 -5.4254  0.09
H -3.4765 -0.0250 -5.3824  0.08
H -2.4531 -0.1950 -3.9485  0.08
H -2.0870 -1.0886 -5.4422  0.09
H -4.6733 -1.4912 -3.8747  0.14
H -3.1483 -2.5498 -2.3617  0.14
H -1.9934 -2.9623 -3.6485  0.13
C -8.1291 2.5878 -5.6039  -0.01
C -6.7729 1.9561 -5.3794  -0.32
C -6.8336 0.4967 -5.0278  -0.08
O -5.6572 0.3242 -4.2301  0.01
C -5.3832 1.5347 -3.6660  -0.55
O -4.5870 1.7013 -2.7942  0.16
O -6.1313 2.5174 -4.2266  0.10
H -8.0103 3.6202 -5.9396  0.09
H -8.6996 2.0426 -6.3580  0.10
H -8.7105 2.6277 -4.6758  0.06
H -6.1263 2.1305 -6.2457  0.16
H -6.7990 -0.1449 -5.9087  0.15
H -7.7036 0.2289 -4.4281  0.12
C -10.1336 -0.2133 0.5681  -0.02
C -10.3778 -0.0847 -0.9184  -0.33
C -9.1907 -0.4575 -1.7622  -0.10
O -9.3764 0.3504 -2.9256  0.04
C -10.0919 1.4447 -2.5380  -0.53
O -10.2586 2.4129 -3.2106  0.16
O -10.5900 1.2823 -1.2849  0.10
H -11.0535 -0.0124 1.1201  0.09
H -9.7871 -1.2152 0.8271  0.09
H -9.3983 0.5188 0.9087  0.09
H -11.2667 -0.6548 -1.2058  0.16
H -9.1828 -1.5151 -2.0253  0.14
H -8.2314 -0.1973 -1.3053  0.14

Forces on atoms 1 to 6 (eV/Å):
C 0.1 -0.5 -0.6
C -0.4 1.0 -0.2
C -0.4 0.5 0.3
C 0.1 0.8 0.4
C -0.7 -0.7 0.3
C 1.2 -0.4 2.1

The following is a DFT calculation (wB97M-V/def2-TZVPD) of a structure of composition C51H50CrN10O3 in a non-equilibrium geometry.

Results
Spin multiplicity   5
Energy above the lowest of the compared OMol25 structures with the same formula, charge and spin   91.54 kJ/mol
Orbital gap (alpha / beta)   6.283 / 5.909 eV
Expectation value of S²   6.0280
Highest occupied orbital energy (alpha / beta)   -6.6 / -7.1 eV
LUMO level (alpha / beta)   -0.27 / -1.23 eV

Each line ends with the Mulliken spin population.
Atoms and positions in Å:
Cr -1.1004 -0.0233 -0.6965  2.13
C 0.9539 0.4939 0.3150  0.57
O 0.0940 -0.0097 1.1778  0.41
O 0.4351 1.5183 -0.3648  0.23
O 1.0657 -0.4304 -0.6648  0.70
N -1.2890 0.5256 -2.7787  -0.04
C -2.2901 0.2976 -3.6541  0.02
C -2.3009 0.6819 -4.9780  -0.01
C -1.1638 1.3062 -5.4657  0.01
C -0.1113 1.5538 -4.6068  -0.01
C -0.2304 1.1990 -3.2625  0.08
H -3.1532 -0.1429 -3.1657  0.00
H -3.2019 0.4893 -5.5411  0.00
H -1.1218 1.5826 -6.5120  0.00
H 0.8052 1.9979 -4.9666  0.00
H 0.6455 1.2859 -2.6325  -0.04
N -0.9888 6.8526 -2.1249  0.00
C -2.0747 6.4550 -1.4740  0.00
C -2.2195 5.1563 -0.9821  0.00
C -1.1809 4.2579 -1.1541  -0.03
C -0.0599 4.6661 -1.8557  0.00
C -0.0380 5.9528 -2.3665  0.00
H -2.8669 7.1561 -1.2397  0.00
H -3.1176 4.8190 -0.4799  0.00
H -1.1250 3.2652 -0.7223  0.02
H 0.7949 4.0343 -2.0614  0.00
H 0.8360 6.3013 -2.9062  0.00
N -1.9479 -1.9625 -1.2033  -0.11
C -1.0613 -2.8208 -1.6752  0.00
C -1.2958 -4.1827 -1.8462  0.00
C -2.5449 -4.6708 -1.4760  0.00
C -3.4548 -3.7821 -0.8959  0.00
C -3.1778 -2.4338 -0.9282  0.02
H -0.0718 -2.4399 -1.8887  0.00
H -0.5689 -4.8887 -2.2210  0.00
H -2.8057 -5.7077 -1.6394  0.00
H -4.3964 -4.1516 -0.5138  0.00
H -3.9435 -1.7494 -0.5834  0.00
N 3.2550 -3.1071 -5.2852  0.00
C 2.1233 -3.4616 -5.8789  0.00
C 0.8657 -3.0632 -5.4086  0.00
C 0.8003 -2.2324 -4.3015  0.00
C 1.9963 -1.7645 -3.7682  0.00
C 3.1840 -2.2955 -4.2233  0.00
H 2.2499 -4.0451 -6.7822  0.00
H -0.0405 -3.3484 -5.9271  0.00
H -0.1381 -1.7969 -3.9889  0.00
H 2.0673 -1.0065 -2.9949  0.00
H 4.0861 -1.9286 -3.7489  0.00
N 6.2397 2.6826 0.7396  0.00
C 5.8204 3.6499 -0.0607  0.00
C 4.4818 3.9490 -0.2893  0.00
C 3.5265 3.1352 0.3090  -0.01
C 3.9501 2.1262 1.1590  0.03
C 5.3072 1.8800 1.2684  0.01
H 6.5917 4.2352 -0.5540  0.00
H 4.1639 4.7731 -0.9133  0.00
H 2.4849 3.3768 0.1361  0.02
H 3.2001 1.6163 1.7492  -0.02
H 5.6434 1.0358 1.8594  0.00
N 2.5165 0.3114 4.9408  0.00
C 3.4244 -0.5996 5.2995  0.00
C 4.1201 -1.3729 4.3683  0.00
C 3.8217 -1.2172 3.0412  0.01
C 2.8562 -0.2921 2.6502  -0.09
C 2.2080 0.4249 3.6312  -0.03
H 3.5585 -0.6525 6.3717  0.00
H 4.8789 -2.1041 4.6165  0.00
H 4.3237 -1.7830 2.2663  0.00
H 2.5775 -0.2052 1.6063  0.18
H 1.4258 1.1457 3.4342  0.00
N -2.2572 4.3740 3.8689  0.00
C -2.2107 3.5272 4.8934  0.00
C -1.4285 2.3699 4.9025  0.00
C -0.7537 2.0077 3.7488  0.00
C -0.8469 2.8487 2.6490  -0.01
C -1.5379 4.0339 2.7909  0.00
H -2.7520 3.7514 5.8058  0.00
H -1.4802 1.6896 5.7432  0.00
H -0.2683 1.0429 3.6678  0.00
H -0.3624 2.6177 1.7087  0.02
H -1.5643 4.7314 1.9597  0.00
N -3.5290 -2.6880 4.1573  0.00
C -3.6386 -3.7790 3.4239  0.00
C -2.6465 -4.2691 2.5706  0.00
C -1.5495 -3.4502 2.3853  0.00
C -1.4208 -2.2703 3.1198  0.01
C -2.3900 -1.9802 4.0737  0.00
H -4.5975 -4.2888 3.4194  0.00
H -2.7886 -5.1774 2.0032  0.00
H -0.7031 -3.7297 1.7670  0.00
H -0.5262 -1.6789 2.9669  -0.01
H -2.3093 -1.0347 4.5962  0.00
N 2.2699 -4.3641 1.4858  0.00
C 2.0051 -3.2523 0.7933  0.01
C 2.2825 -3.1609 -0.5642  0.03
C 2.9206 -4.1705 -1.2437  0.00
C 3.1634 -5.3534 -0.5306  0.00
C 2.8059 -5.3959 0.8113  0.00
H 1.4382 -2.4773 1.2922  -0.03
H 1.9486 -2.2453 -1.0455  -0.01
H 3.2016 -4.1112 -2.2852  0.00
H 3.6405 -6.1720 -1.0513  0.00
H 2.9875 -6.2822 1.4047  0.00
N -2.8662 0.8791 0.1965  -0.08
C -3.1919 0.6773 1.4795  0.02
C -4.2704 1.2893 2.1056  0.01
C -5.0455 2.1348 1.3267  0.00
C -4.7094 2.3828 0.0059  0.00
C -3.6158 1.7258 -0.5216  0.02
H -2.5567 -0.0093 2.0248  -0.01
H -4.5270 1.1135 3.1388  0.00
H -5.9288 2.5849 1.7638  0.00
H -5.3060 3.1016 -0.5379  0.00
H -3.3828 1.9398 -1.5579  -0.01

Forces on atoms 1 to 6 (eV/Å):
Cr 1.8 0.8 1.1
C -0.9 -0.3 -0.1
O -1.2 -0.4 1.2
O -0.7 1.2 -0.6
O 0.3 -1.0 -1.7
N 0.2 0.6 -0.7

The following is a DFT calculation (wB97M-V/def2-TZVPD) of the molecule C24H30N4O2.

Results
Spin multiplicity   1
Energy above the lowest of the compared OMol25 structures with the same formula, charge and spin   230.42 kJ/mol
Orbital gap   8.713 eV
Structure (SMILES)   COc1cccc(CN2CCN(Cc3cccn3-c3cccnc3)C[C@H]2CCO)c1
Highest occupied orbital energy   -8.1 eV
LUMO level   0.57 eV

Each line ends with the Löwdin charge.
Atoms and positions in Å:
C -5.3357 -1.8031 1.7164  -0.09
H -5.2329 -1.1382 2.5802  0.10
O -5.8576 -1.1245 0.6013  -0.08
C -5.1443 -0.0833 0.0842  -0.27
C -3.9250 0.3605 0.5739  0.02
C -3.2678 1.4251 -0.0326  -0.22
C -3.8397 2.0525 -1.1265  -0.05
C -5.0643 1.6176 -1.6114  -0.08
C -5.7144 0.5575 -1.0179  -0.01
H -6.6640 0.2028 -1.3854  0.12
H -5.5103 2.1086 -2.4635  0.10
H -3.3331 2.8796 -1.6021  0.11
C -1.9329 1.8528 0.5181  -0.14
N -1.0331 0.7102 0.5796  -0.13
C 0.1262 0.9020 1.4287  -0.15
C 1.2298 1.7362 0.7751  -0.15
N 1.6180 1.1125 -0.4759  -0.16
C 0.4793 1.0461 -1.3698  -0.13
C -0.6497 0.2138 -0.7368  -0.28
H -1.5369 0.2879 -1.3762  0.15
C -0.2319 -1.2572 -0.6650  -0.13
C -1.2949 -2.1329 -0.0150  -0.26
O -0.8126 -3.4616 0.0258  -0.07
H -1.5064 -4.0374 0.3630  0.08
H -1.4977 -1.7668 1.0003  0.11
H -2.2262 -2.0748 -0.5965  0.12
H 0.6957 -1.3528 -0.1052  0.09
H -0.0439 -1.6271 -1.6734  0.13
H 0.7927 0.5685 -2.3008  0.13
H 0.1018 2.0572 -1.6151  0.13
C 2.7669 1.7759 -1.0755  -0.13
C 3.9865 1.5325 -0.2514  -0.24
C 4.8475 2.4275 0.3287  -0.05
C 5.7713 1.6942 1.1013  -0.08
C 5.4278 0.3780 0.9888  -0.08
N 4.3491 0.2760 0.1573  -0.01
C 3.7306 -0.9342 -0.1820  -0.19
C 3.3474 -1.8324 0.8111  0.00
C 2.7634 -3.0302 0.4381  -0.06
C 2.5870 -3.2876 -0.9138  -0.16
N 2.9673 -2.4490 -1.8624  0.08
C 3.5254 -1.3084 -1.5092  -0.08
H 3.8449 -0.6684 -2.3204  0.12
H 2.1219 -4.2019 -1.2527  0.11
H 2.4412 -3.7453 1.1781  0.11
H 3.5007 -1.5820 1.8515  0.12
H 5.8838 -0.4984 1.4064  0.12
H 6.5850 2.0945 1.6728  0.09
H 4.8204 3.4932 0.2106  0.10
H 2.6172 2.8672 -1.1634  0.13
H 2.8908 1.3771 -2.0869  0.11
H 2.1011 1.7765 1.4328  0.13
H 0.8767 2.7729 0.6137  0.13
H -0.1931 1.3728 2.3614  0.12
H 0.5315 -0.0851 1.6646  0.12
H -1.5396 2.6894 -0.0810  0.11
H -2.0711 2.2143 1.5425  0.13
H -3.4492 -0.1073 1.4200  0.11
H -6.0558 -2.5862 1.9492  0.09
H -4.3646 -2.2572 1.4926  0.08

Forces on atoms 1 to 6 (eV/Å):
C 0.1 -0.1 0.2
H 0.0 0.0 0.0
O -0.1 0.2 -0.3
C 0.0 0.1 0.0
C -0.2 -0.2 0.1
C -0.1 0.2 -0.2

Q: Which of these has the highest spin multiplicity?
A: C51H50CrN10O3